# 1
Entry from the OMol25 dataset: a structure of composition CHCl3NO at a distorted geometry (ωB97M-V/def2-TZVPD).

Properties
E	-42155.566	eV
frontier orbital gap	6.91	eV
LUMO	3.65	eV
HOMO energy	-0.120	Eh

```
! RIJCOSX wB97M-V def2-TZVPD def2/J DEFGRID3
* xyz -1 1
C -0.698 -0.331 0.051
N 1.021 1.141 -0.461
O 1.907 0.405 -0.962
Cl -0.101 -1.929 -0.398
Cl -1.143 -0.399 1.790
Cl -2.239 -0.087 -0.698
H 1.252 1.199 0.678
*
```

Mulliken charges in e: 0.00 -0.07 -0.39 -0.20 -0.27 -0.24 0.18

# 2
Entry from the OMol25 dataset: a cluster of 2 separate species, CHCl4P in total at a distorted geometry (ωB97M-V/def2-TZVPD).

Properties
E	-60428.718	eV
frontier orbital gap (alpha / beta)	8.31 / 6.76	eV
LUMO (alpha / beta)	-1.11 / -1.60	eV
HOMO energy (alpha / beta)	-0.346 / -0.307	Eh

```
! RIJCOSX wB97M-V def2-TZVPD def2/J DEFGRID3
* xyz 0 1
C -0.175 -0.057 1.424
P -0.686 0.425 -1.948
Cl 1.549 -0.151 1.101
Cl -0.453 0.895 2.846
Cl -0.786 -1.654 1.580
Cl 0.765 1.315 -2.806
H -0.213 -0.773 -2.196
*
```

Mulliken charges in e: 0.21 0.14 -0.08 -0.11 -0.07 -0.13 0.04

# 3
Entry from the OMol25 dataset: a structure of composition CHClINO at a distorted geometry (ωB97M-V/def2-TZVPD).

Properties
E	-25209.696	eV
frontier orbital gap (alpha / beta)	8.98 / 8.98	eV
LUMO (alpha / beta)	-0.17 / -0.17	eV
HOMO energy (alpha / beta)	-0.336 / -0.336	Eh

```
! RIJCOSX wB97M-V def2-TZVPD def2/J DEFGRID3
* xyz 0 1
C -0.786 0.415 0.550
N 0.029 1.017 -0.077
O 0.934 1.101 -0.865
Cl -1.970 0.532 1.677
I 0.419 -2.001 -0.207
H 1.375 -1.065 -1.078
*
```

Mulliken charges in e: 0.27 0.32 -0.58 -0.07 -0.09 0.14

Please write out number 2 again, unchanged.
Entry from the OMol25 dataset: a cluster of 2 separate species, CHCl4P in total at a distorted geometry (ωB97M-V/def2-TZVPD).

Properties
E	-60428.718	eV
frontier orbital gap (alpha / beta)	8.31 / 6.76	eV
LUMO (alpha / beta)	-1.11 / -1.60	eV
HOMO energy (alpha / beta)	-0.346 / -0.307	Eh

```
! RIJCOSX wB97M-V def2-TZVPD def2/J DEFGRID3
* xyz 0 1
C -0.175 -0.057 1.424
P -0.686 0.425 -1.948
Cl 1.549 -0.151 1.101
Cl -0.453 0.895 2.846
Cl -0.786 -1.654 1.580
Cl 0.765 1.315 -2.806
H -0.213 -0.773 -2.196
*
```

Mulliken charges in e: 0.21 0.14 -0.08 -0.11 -0.07 -0.13 0.04

- Which value of E does entry 1 give?
  -42155.566 eV